{"formula": "C5H8O", "method": "ωB97M-V/def2-TZVPD", "species": ["O", "C", "C", "C", "C", "C", "H", "H", "H", "H", "H", "H", "H", "H"], "positions_angstrom": [[1.12141, -2.08906, 1.02851], [-1.75269, -0.15311, 0.07571], [1.58297, 1.11915, -0.50586], [-1.93187, 0.56619, -1.02688], [1.45922, 0.18939, 0.40418], [1.24434, -0.74915, 1.29128], [-1.92046, 0.26622, 1.06534], [0.69422, 1.55547, -0.96417], [-1.75417, 0.15181, -2.01698], [-1.41447, -1.18648, 0.04482], [1.13108, -0.54034, 2.35070], [-2.26111, 1.60197, -0.98520], [1.24974, -2.21896, 0.07897], [2.55179, 1.48689, -0.84040]], "smiles": "C=C=CO.C=C", "homo_energy_ev": -8.9}

---

{"formula": "C5H8O", "method": "ωB97M-V/def2-TZVPD", "species": ["O", "C", "C", "C", "C", "C", "H", "H", "H", "H", "H", "H", "H", "H"], "positions_angstrom": [[1.72739, -0.99205, -0.54166], [-0.28957, 0.77417, -0.89062], [0.55646, 0.71987, 0.40572], [-0.55230, -0.18202, 1.05698], [1.77845, -0.14168, 0.47508], [-1.21541, -0.32683, -0.33089], [0.73617, 1.66886, 0.91832], [-0.17952, -1.10449, 1.51571], [-2.28867, -0.12099, -0.36437], [-1.03120, -1.30354, -0.78637], [0.24774, 0.53553, -1.81250], [2.45834, -1.61540, -0.42894], [-1.15215, 0.35229, 1.79682], [-0.79572, 1.73629, -1.01330]], "homo_energy_ev": -8.4}

---

{"formula": "C5H8O", "method": "ωB97M-V/def2-TZVPD", "species": ["O", "C", "C", "C", "C", "C", "H", "H", "H", "H", "H", "H", "H", "H"], "positions_angstrom": [[-1.01472, 0.48201, 0.96399], [0.97043, -0.07571, -0.84968], [-0.29603, -0.57784, 0.39841], [-0.81346, -0.30916, -1.36185], [1.01943, 0.01308, 0.65236], [0.23730, 1.16869, 1.27071], [-1.06434, 0.72786, -1.55633], [1.36598, -1.08579, -1.07183], [1.79675, -0.52166, 1.18776], [0.34306, 1.27747, 2.35406], [0.29347, 2.13372, 0.76060], [-1.76074, -0.81308, -1.07823], [-0.60023, -1.60028, 0.59179], [-0.47690, -0.81931, -2.26175]], "homo_energy_ev": -7.6}

---

{"formula": "C5H8O", "method": "ωB97M-V/def2-TZVPD", "species": ["O", "C", "C", "C", "C", "C", "H", "H", "H", "H", "H", "H", "H", "H"], "positions_angstrom": [[-0.98118, 2.87940, -0.02039], [0.24251, -1.00485, 0.56044], [1.71201, 0.39273, -0.92702], [-1.19856, 2.29113, -0.96847], [-1.21040, -0.69998, 0.93667], [0.65786, -0.39984, -0.75263], [1.97589, 0.78938, -1.90438], [2.35983, 0.66732, -0.09589], [-1.90023, -1.00393, 0.14054], [0.91583, -0.65097, 1.35090], [0.03571, -0.65152, -1.61440], [-1.35632, 0.36974, 1.11606], [0.37156, -2.09448, 0.50320], [-1.49653, -1.23539, 1.84773]], "homo_energy_ev": -9.7}

---

{"formula": "C5H8O", "method": "ωB97M-V/def2-TZVPD", "species": ["O", "C", "C", "C", "C", "C", "H", "H", "H", "H", "H", "H", "H", "H"], "positions_angstrom": [[1.63943, -1.68077, 0.37320], [-1.17856, 1.12003, -0.08270], [2.10772, -0.35831, 0.47257], [0.81825, -0.65021, -0.17113], [-0.45692, -0.48587, 0.60195], [-1.61869, -0.33082, -0.29358], [2.97317, -0.11820, -0.14610], [-2.59455, -0.56618, 0.12841], [0.79640, -0.66909, -1.26803], [2.10340, 0.05973, 1.47753], [-0.67557, 1.57246, -0.93295], [-0.44261, 1.02341, 0.80683], [-1.94419, 1.74974, 0.36468], [-1.52728, -0.66593, -1.33068]], "homo_energy_ev": -8.5}

---

{"formula": "C5H8O", "method": "ωB97M-V/def2-TZVPD", "species": ["O", "C", "C", "C", "C", "C", "H", "H", "H", "H", "H", "H", "H", "H"], "positions_angstrom": [[-2.28933, -1.32715, -0.86624], [-0.73029, 0.88833, 1.20579], [0.70358, -0.70764, 0.13652], [1.47649, 0.28781, -0.65456], [-1.39395, -0.54427, -0.66742], [-0.62568, -0.46893, 0.67726], [-1.51982, 1.55068, 0.85334], [1.22610, -1.62526, 0.40937], [2.24466, 0.79468, -0.05233], [2.00817, -0.19941, -1.48232], [0.15585, 1.36822, 1.61428], [-1.00962, -1.30100, 1.27604], [0.82439, 1.09048, -1.02781], [-1.07057, 0.19347, -1.42191]], "homo_energy_ev": [-8.8, -7.8]}

---

{"formula": "C5H8O", "method": "ωB97M-V/def2-TZVPD", "species": ["O", "C", "C", "C", "C", "C", "H", "H", "H", "H", "H", "H", "H", "H"], "positions_angstrom": [[-0.82923, 0.71846, -1.19460], [-0.41956, -0.84956, 0.63349], [2.10125, 1.14532, 0.17288], [1.40139, 0.24202, -0.51313], [-0.05955, -0.02712, -0.35777], [-1.77783, -1.21827, 1.13260], [-2.43650, -1.31795, 0.26116], [3.18145, 1.06920, 0.13664], [1.89697, -0.42539, -1.22327], [-1.67438, -2.16700, 1.69846], [-1.60900, 1.05152, -0.75858], [0.42718, -1.21018, 1.20976], [-2.39113, -0.60767, 1.84007], [1.52670, 1.92625, 0.67273]], "smiles": "C=C/C(O)=C/C", "homo_energy_ev": -8.7}

---

{"formula": "C5H8O", "method": "ωB97M-V/def2-TZVPD", "species": ["O", "C", "C", "C", "C", "C", "H", "H", "H", "H", "H", "H", "H", "H"], "positions_angstrom": [[1.44877, -1.44612, 0.05738], [-1.28226, -0.25737, -0.24468], [-0.33514, 0.84466, -0.78298], [-0.52743, -0.25467, 1.08178], [0.41824, 0.85133, 0.54696], [0.92195, -0.49685, 0.93647], [-1.31372, -1.20383, -0.79203], [0.77925, 1.75156, 1.03635], [1.42875, -0.47528, 1.90206], [-2.30478, 0.11032, -0.11892], [-0.86430, 1.78796, -0.94864], [-1.00307, -0.35292, 2.05143], [2.38626, -1.48898, 0.27418], [0.24674, 0.59929, -1.67559]], "smiles": "O[C@H]1[C@H]2CC[C@@H]12", "homo_energy_ev": -9.4}

---

{"formula": "C5H8O", "method": "ωB97M-V/def2-TZVPD", "species": ["O", "C", "C", "C", "C", "C", "H", "H", "H", "H", "H", "H", "H", "H"], "positions_angstrom": [[-0.43405, 0.38528, -1.31273], [-0.58493, -1.00992, -1.26633], [-0.60350, 0.81744, -0.02044], [0.20749, -0.36782, 0.86165], [1.20511, 0.75294, 1.15522], [-0.11732, -1.44805, 0.12442], [0.80518, 1.45568, 1.88960], [-0.40380, 1.91274, -0.03835], [-0.22957, -2.51568, 0.34243], [2.11527, 0.30558, 1.46714], [-1.55510, 0.65602, 0.47702], [1.46766, 1.37383, 0.25724], [-1.62348, -1.28308, -1.46290], [0.05621, -1.41796, -2.06138]], "smiles": "CC1=CCOC1", "homo_energy_ev": -8.4}

---

{"formula": "C5H8O", "method": "ωB97M-V/def2-TZVPD", "species": ["O", "C", "C", "C", "C", "C", "H", "H", "H", "H", "H", "H", "H", "H"], "positions_angstrom": [[-1.02312, -0.21877, 1.05461], [1.76517, -0.06272, 0.38860], [-0.61022, 0.75802, 0.08238], [0.72015, 0.40645, -0.57395], [-1.47183, 0.27524, -0.98849], [-1.82186, -0.75040, 0.05420], [-1.60037, -1.77978, -0.16308], [2.64931, -0.40064, -0.15096], [1.38303, -0.86751, 1.01348], [-2.87175, -0.72464, 0.32297], [0.48125, -0.39374, -1.32663], [2.05313, 0.74667, 1.05557], [1.03703, 1.23445, -1.21014], [-0.68993, 1.77738, 0.44142]], "homo_energy_ev": -9.0}

---

{"formula": "C5H8O", "method": "ωB97M-V/def2-TZVPD", "species": ["O", "C", "C", "C", "C", "C", "H", "H", "H", "H", "H", "H", "H", "H"], "positions_angstrom": [[-1.26260, 0.05365, 1.05084], [0.65275, 0.61621, -0.29271], [-0.69770, 1.03965, 0.19228], [1.57332, -0.25169, 0.54403], [-0.59986, 0.09827, -0.97168], [-1.28787, -0.88893, -0.04511], [2.58929, 0.15273, 0.55695], [1.63278, -1.27374, 0.15117], [-0.82888, 0.25031, -2.02059], [1.21558, -0.31021, 1.57669], [1.13714, 1.38697, -0.89115], [-1.05040, 2.06214, 0.28939], [-2.31972, -1.11670, -0.33240], [-0.75382, -1.81867, 0.19228]], "homo_energy_ev": -9.3}

---

{"formula": "C5H8O", "method": "ωB97M-V/def2-TZVPD", "species": ["O", "C", "C", "C", "C", "C", "H", "H", "H", "H", "H", "H", "H", "H"], "positions_angstrom": [[1.54905, -1.46312, 0.72680], [-1.12219, 1.12806, -0.22004], [-0.47247, -0.10408, 0.34820], [2.10180, -0.18567, 0.43701], [0.83854, -0.61653, -0.16601], [-1.73563, -0.22115, -0.45636], [-0.56207, -0.24006, 1.42376], [-2.65602, -0.48221, 0.05839], [0.86533, -0.95400, -1.20602], [-1.60745, 1.80674, 0.47645], [-0.64612, 1.61981, -1.06441], [2.08055, 0.53817, 1.25385], [3.02237, -0.20308, -0.14765], [-1.65568, -0.62287, -1.46397]], "smiles": "C1CC1[C@H]1CO1", "homo_energy_ev": -10.0}

---

{"formula": "C5H8O", "method": "ωB97M-V/def2-TZVPD", "species": ["O", "C", "C", "C", "C", "C", "H", "H", "H", "H", "H", "H", "H", "H"], "positions_angstrom": [[-0.27500, 0.46787, 1.67098], [1.24935, 0.17290, -0.35005], [-0.97278, 0.73947, 0.48522], [0.42825, 1.12593, 0.51890], [-1.09685, -0.53632, -0.31201], [0.34758, -1.08330, -0.37732], [1.37157, 0.57016, -1.37102], [0.55663, -1.69422, 0.50524], [-1.79034, -1.23138, 0.17393], [0.65814, 1.94535, 1.16835], [-1.48372, -0.30276, -1.30625], [2.25063, -0.02339, 0.04257], [0.51188, -1.71211, -1.25885], [-1.78388, 1.45959, 0.52008]], "smiles": "C1C[C@@H]2O[C@@H]2C1", "homo_energy_ev": -9.8}

---

{"formula": "C5H8O", "method": "ωB97M-V/def2-TZVPD", "species": ["O", "C", "C", "C", "C", "C", "H", "H", "H", "H", "H", "H", "H", "H"], "positions_angstrom": [[1.37381, 1.30404, -0.92457], [-0.09859, 0.67463, 0.84640], [0.19685, 0.56319, -0.65458], [0.31694, -0.97744, -0.79716], [-0.55712, -1.67353, 0.19475], [-0.95084, -0.56518, 1.11430], [-1.05692, -0.87101, 2.15932], [-0.64055, 0.97432, -1.24284], [0.86120, 0.61730, 1.37854], [-1.98415, -0.37038, 0.76117], [1.48170, 1.41132, -1.87662], [-0.58639, 1.60395, 1.15015], [1.30927, -1.18746, -0.34485], [0.33479, -1.50375, -1.76401]], "homo_energy_ev": -8.4}

---

{"formula": "C5H8O", "method": "ωB97M-V/def2-TZVPD", "species": ["O", "C", "C", "C", "C", "C", "H", "H", "H", "H", "H", "H", "H", "H"], "positions_angstrom": [[2.38645, -1.07987, 0.29553], [0.78224, 0.70629, -0.01905], [2.06940, 0.22655, 0.68586], [-0.24491, -0.36376, 0.00488], [-2.71302, -0.16816, -0.92061], [-1.61446, -0.22160, -0.13257], [1.52261, -1.53279, 0.30003], [0.46362, 1.70021, 0.32718], [-2.73028, -0.33856, -1.98667], [-3.66361, -0.16579, -0.38672], [2.91745, 0.86984, 0.44022], [-2.10792, -0.73642, 0.71695], [1.92372, 0.29500, 1.77342], [1.00869, 0.80907, -1.09846]], "homo_energy_ev": -8.2}

---

{"formula": "C5H8O", "method": "ωB97M-V/def2-TZVPD", "species": ["O", "C", "C", "C", "C", "C", "H", "H", "H", "H", "H", "H", "H", "H"], "positions_angstrom": [[-1.20917, 0.10251, 1.09320], [1.60852, -0.28298, 0.49769], [0.67261, 0.55969, -0.33910], [-1.35407, -0.84202, 0.01202], [-0.64150, 1.04426, 0.19249], [-0.62375, 0.07413, -0.95462], [-0.87424, 0.21015, -2.00159], [2.10006, -1.07944, -0.07354], [2.38780, 0.35607, 0.92536], [-0.96272, 2.07891, 0.29329], [-0.91144, -1.81607, 0.24997], [1.15893, 1.29539, -0.98078], [-2.41309, -0.96073, -0.24236], [1.06206, -0.73987, 1.32798]], "homo_energy_ev": -9.2}

---

{"formula": "C5H8O", "method": "ωB97M-V/def2-TZVPD", "species": ["O", "C", "C", "C", "C", "C", "H", "H", "H", "H", "H", "H", "H", "H"], "positions_angstrom": [[-0.82771, 2.70958, -0.37918], [-1.04491, 1.68316, 0.22262], [-0.08537, 0.53313, 0.32230], [-0.41204, -0.97400, 0.51191], [0.63091, -1.29394, -0.58577], [0.97205, 0.21222, -0.75908], [0.39072, 0.69127, 1.28683], [1.98038, 0.51400, -0.45930], [1.45827, -1.91746, -0.23733], [-1.95376, 1.57852, 0.85373], [0.19569, -1.74717, -1.47794], [-1.43848, -1.33473, 0.41496], [-0.05152, -1.27851, 1.50075], [0.81466, 0.59673, -1.77427]], "smiles": "O=CC1CCC1", "homo_energy_ev": -9.7}

---

E: -7359.102, -7358.920, -7355.754, -7361.191, -7357.046, -7358.023, -7360.232, -7360.200, -7357.517, -7357.269, -7359.865, -7360.029, -7360.556, -7358.606, -7357.160, -7359.900, -7360.699 (eV)